#i
Entry from OMol25: one molecule with the formula C6H10FN (ωB97M-V/def2-TZVPD).

XYZ file:
```
18
C6H10FN ωB97M-V/def2-TZVPD
F -1.57 -1.20 0.01
N 1.19 -1.18 0.00
C 0.56 1.03 0.76
C -0.75 1.11 -0.01
C 1.14 -0.32 -1.18
C 1.15 -0.31 1.19
C -1.91 0.16 -0.01
C 0.57 1.03 -0.76
H 2.16 -0.13 -1.57
H 2.15 -0.15 1.55
H 0.55 -0.83 -1.99
H 0.56 -0.79 2.00
H -2.53 0.34 -0.90
H -1.16 2.12 0.00
H -2.53 0.34 0.89
H 0.85 1.89 1.33
H 0.33 -1.75 -0.02
H 0.88 1.87 -1.31
```

**SMILES**: FC[C@H]1[C@H]2CNC[C@@H]12
**Highest occupied orbital energy**: -8.738 eV
**Orbital gap**: 9.7 eV
**Charge**: 0

Quick look at the Mulliken charges, all values in e: -0.3324, -0.5727, -0.1458, -0.1106, -0.7708, -0.8127, -0.6804, -0.2107, 0.3425, 0.3739, 0.3090, 0.3184, 0.3265, 0.3819, 0.3247, 0.4056, 0.4264, 0.4274

#ii
Entry from OMol25: one molecule with the formula C6H10FN (ωB97M-V/def2-TZVPD).

XYZ file:
```
18
C6H10FN ωB97M-V/def2-TZVPD
F -1.14 -0.17 -1.66
N 1.64 2.25 -1.13
C -0.35 -0.97 1.05
C 0.57 1.51 -1.81
C 0.23 0.03 0.21
C -1.58 -1.71 0.59
C -0.11 0.41 -1.03
C 0.14 -1.14 2.27
H -1.32 -2.35 -0.25
H 0.94 1.03 -2.72
H 1.16 0.53 0.56
H 2.38 1.65 -0.89
H -2.01 -2.40 1.37
H -0.24 -1.83 2.96
H 1.26 2.58 -0.24
H 1.07 -0.60 2.55
H -0.23 2.19 -2.05
H -2.39 -1.02 0.23
```

**SMILES**: C=C(C)/C=C(\F)CN
**Highest occupied orbital energy**: -8.525 eV
**Orbital gap**: 9.4 eV
**Charge**: 0

Quick look at the Mulliken charges, all values in e: -0.2847, -0.6940, 0.7803, -0.6086, -0.3021, -1.1278, 0.5069, -1.1747, 0.2954, 0.3452, 0.1869, 0.2945, 0.3146, 0.3552, 0.2980, 0.2084, 0.3410, 0.2656

Sorted by energy, starting with the most stable: #i, #ii.

#i
Entry from OMol25: one molecule with the formula CH2N2O3S (ωB97M-V/def2-TZVPD).

XYZ file:
```
9
CH2N2O3S ωB97M-V/def2-TZVPD
S -1.35 1.12 -0.09
O -1.37 -0.18 -1.17
O -1.12 0.47 1.16
O 0.14 1.80 -0.44
N 1.15 -1.00 0.76
N -0.60 -1.39 -0.83
C 0.30 -1.07 -0.09
H 0.69 1.27 0.03
H 2.17 -1.02 0.67
```

**Spin multiplicity**: 3
**Highest occupied orbital energy (alpha / beta)**: -6.561 / -10.611 eV
**Orbital gap (alpha / beta)**: 7.1 / 7.2 eV
**Charge**: 0

Quick look at the Mulliken charges, all values in e: 0.6588, -0.1822, -0.4968, -0.4233, -0.4066, -0.2647, 0.4796, 0.3551, 0.2803

#ii
Entry from OMol25: one molecule with the formula CH2N2O3S (ωB97M-V/def2-TZVPD).

XYZ file:
```
9
CH2N2O3S ωB97M-V/def2-TZVPD
S -0.19 -0.88 1.72
O 0.68 -0.40 -2.04
O 0.83 -2.14 -0.69
O -0.90 1.84 0.74
N -0.04 -0.24 0.14
N 0.57 -1.00 -0.97
C -0.44 1.06 -0.05
H -0.56 0.37 2.25
H 0.05 1.38 -1.09
```

**Spin multiplicity**: 3
**Highest occupied orbital energy (alpha / beta)**: -6.085 / -10.013 eV
**Orbital gap (alpha / beta)**: 5.4 / 5.5 eV
**Charge**: 0

Quick look at the Mulliken charges, all values in e: 0.1414, -0.7162, -0.7810, -0.4860, -0.0142, 1.0918, 0.2110, 0.2662, 0.2871

Sorted by energy, starting with the most stable: #i, #ii.

#i
Entry from OMol25: one molecule with the formula CH5N3 (ωB97M-V/def2-TZVPD).

XYZ file:
```
9
CH5N3 ωB97M-V/def2-TZVPD
N 0.07 -1.56 -0.16
N 0.30 0.55 -1.17
N 0.32 0.40 1.13
C 0.22 -0.29 -0.06
H -0.72 -1.90 0.37
H -0.35 1.32 -1.12
H -0.17 0.01 1.92
H 0.33 1.41 1.08
H 0.00 0.04 -1.99
```

**SMILES**: N=C(N)N
**Highest occupied orbital energy**: -8.372 eV
**Orbital gap**: 9.2 eV
**Charge**: 0

Quick look at the Mulliken charges, all values in e: -0.7020, -0.6010, -0.4233, 0.5082, 0.1995, 0.2525, 0.2217, 0.2218, 0.3227

#ii
Entry from OMol25: one molecule with the formula CH5N3 (ωB97M-V/def2-TZVPD).

XYZ file:
```
9
CH5N3 ωB97M-V/def2-TZVPD
N 0.83 -1.02 -0.06
N 0.49 1.33 0.04
N -1.34 -0.14 -0.05
C 0.03 0.12 0.04
H 0.43 -1.99 -0.03
H -1.94 0.66 -0.15
H 1.80 -0.81 0.26
H 1.49 1.25 -0.20
H -1.79 -1.01 0.38
```

**SMILES**: N=C(N)N
**Highest occupied orbital energy**: -8.887 eV
**Orbital gap**: 9.7 eV
**Charge**: 0

Quick look at the Mulliken charges, all values in e: -0.4651, -0.6683, -0.4647, 0.5258, 0.2154, 0.2405, 0.2129, 0.1905, 0.2131

Sorted by energy, starting with the most stable: #ii, #i.

#i
Entry from OMol25: one molecule with the formula CH5N3 (ωB97M-V/def2-TZVPD).

XYZ file:
```
9
CH5N3 ωB97M-V/def2-TZVPD
N 0.08 0.59 1.05
N 0.37 -0.16 -1.26
N -1.16 -1.21 0.16
C -0.27 -0.35 0.00
H 1.08 0.46 1.21
H -1.60 -1.17 1.07
H 0.21 0.76 -1.65
H 1.33 -0.46 -1.30
H -0.03 1.54 0.73
```

**SMILES**: N=C(N)N
**Highest occupied orbital energy**: -9.324 eV
**Orbital gap**: 10.0 eV
**Charge**: 0

Quick look at the Mulliken charges, all values in e: -0.6280, -0.5712, -0.5355, 0.4632, 0.2526, 0.3050, 0.2355, 0.2311, 0.2472

#ii
Entry from OMol25: one molecule with the formula CH5N3 (ωB97M-V/def2-TZVPD).

XYZ file:
```
9
CH5N3 ωB97M-V/def2-TZVPD
N 2.27 -0.62 -1.05
N 1.13 -0.17 -0.59
N 0.09 -0.76 -0.05
C -0.98 0.03 0.48
H -0.67 1.16 0.53
H 2.47 -1.61 -0.93
H -1.77 -0.23 -0.17
H -1.35 -0.27 1.43
H 0.94 0.93 -0.86
```

**Highest occupied orbital energy**: -8.532 eV
**Orbital gap**: 9.5 eV
**Charge**: 0

Quick look at the Mulliken charges, all values in e: -0.7572, 0.5535, -0.5083, -0.5454, 0.2671, 0.2504, 0.2123, 0.2434, 0.2841

Sorted by energy, starting with the most stable: #i, #ii.